--- A ---
11
Properties=species:S:1:pos:R:3:lowdin_charge:R:1 method="wB97M-V/def2-TZVPD" orbital_gap_ha=0.1638 charge=+1
C 1.453 -0.234 -0.779 -0.1605
C 0.228 -0.633 -0.336 0.3899
N -2.859 1.076 1.315 0.0119
N 2.529 -0.967 -0.937 0.1787
H 1.527 0.749 -1.268 0.1723
H 0.030 -1.247 0.544 0.1068
H -2.867 2.080 1.435 0.0125
H -3.792 0.791 1.048 0.0151
H -2.234 0.850 0.556 -0.0328
H 2.540 -1.926 -0.613 0.1483
H 3.446 -0.539 -0.964 0.1577

--- B ---
11
Properties=species:S:1:pos:R:3:lowdin_charge:R:1 method="wB97M-V/def2-TZVPD" orbital_gap_ha=0.2400 charge=+1
C -1.707 0.157 -0.051 -0.0594
N 1.881 0.284 0.275 0.1038
C 0.643 -0.340 -0.024 -0.2608
N -0.423 0.461 0.386 0.1998
H -2.046 0.790 -0.890 0.1575
H -1.865 -0.849 -0.475 0.1183
H -2.384 0.346 0.787 0.1350
H 2.524 -0.195 0.871 0.1035
H 2.158 1.143 -0.160 0.1079
H 0.614 -0.449 -1.133 0.2045
H 0.604 -1.348 0.415 0.1898

--- C ---
11
Properties=species:S:1:pos:R:3:lowdin_charge:R:1 method="wB97M-V/def2-TZVPD" orbital_gap_ha=0.4091 smiles="C/[NH+]=C/N" charge=+1
C -1.373 -0.348 1.244 0.0112
N 1.177 0.724 -1.266 0.1904
C 0.690 0.125 -0.123 -0.1085
N -0.396 -0.562 0.128 0.0347
H -2.367 -0.702 1.011 0.1016
H -1.036 -0.719 2.220 0.1026
H -1.331 0.732 1.441 0.1005
H 0.880 0.335 -2.185 0.1475
H 2.138 1.056 -1.241 0.1341
H 1.010 0.656 0.665 0.1154
H -0.662 -1.151 -0.670 0.1705

The structure shown above that is most stable: C.